Entry 1:
Entry from the Open Molecules 2025 dataset: a structure of composition C9H8N2OS at a distorted geometry (ωB97M-V with the def2-TZVPD basis set).

Values from the calculation:
Energy above the lowest of the compared OMol25 structures with the same formula, charge and spin: 5.531 eV
Gap between HOMO and LUMO: 0.310 hartree
HOMO: -8.417 eV

Each line ends with the natural charge from an NBO analysis.
Geometry (Å):
C 2.254 -1.478 0.756  -0.182
C 0.928 -1.410 1.115  -0.230
C 2.591 -0.637 -0.347  -0.266
C 0.312 0.113 -0.635  -0.223
C -0.078 -0.688 0.453  0.184
C 1.644 0.082 -0.986  -0.061
C -0.569 0.781 -1.536  0.222
C -1.855 1.122 -1.490  -0.448
C -2.005 -0.907 1.993  0.550
N 0.500 1.392 -2.958  -0.890
N -1.438 -0.692 0.803  -0.626
O -1.392 -1.107 3.001  -0.583
S 1.925 1.109 -2.523  0.931
H 2.870 -2.294 1.306  0.244
H 0.491 -1.902 1.988  0.247
H 3.565 -0.722 -0.676  0.220
H -2.191 1.560 -2.330  0.225
H -2.458 0.832 -0.703  0.206
H -3.165 -0.894 1.865  0.106
H -2.053 -0.942 0.022  0.402
H 2.465 1.880 -1.477  -0.027


Entry 2:
Entry from the Open Molecules 2025 dataset: a cluster of 5 separate species, C39H40I2NO11PS2 in total at a distorted geometry (ωB97M-V with the def2-TZVPD basis set).

Values from the calculation:
Gap between HOMO and LUMO: 0.227 hartree
HOMO: -8.113 eV
SMILES: CC[C@H](I)[C@@]1(CCCS)OC(=O)[C@@](N=C=S)(P(C)O)[C@@H]1C[C@@H](C)I.O=C1C=CC(=O)C=C1.O=C1C=CC(=O)C=C1.O=C1C=CC(=O)C=C1.O=C1C=CC(=O)C=C1

Each line ends with the Mulliken charge.
Geometry (Å):
C -1.241 -4.518 3.690  -1.146
C -0.746 -3.009 3.364  0.279
C -0.012 -3.022 1.941  -0.779
I 2.135 -2.913 2.228  0.001
C -0.618 -1.924 0.905  0.841
C -0.725 -0.399 1.451  0.950
C 0.678 0.304 1.718  -0.781
C 0.717 1.876 1.374  -0.530
S 0.197 2.260 -0.386  -0.209
O 0.196 -1.687 -0.308  -0.444
C -0.810 -1.560 -1.345  -0.519
O -1.051 -0.630 -2.108  -0.622
C -1.568 -2.984 -1.125  1.501
N -2.673 -3.268 -2.082  -0.670
C -3.252 -4.388 -1.859  0.429
S -3.897 -5.883 -1.509  -0.218
P -0.037 -4.150 -1.339  0.045
C 0.639 -3.955 -3.116  -0.743
O -0.499 -5.800 -1.179  -0.558
C -1.965 -2.654 0.432  -0.149
C -3.341 -1.874 0.292  -1.311
C -3.870 -1.117 1.597  -0.262
C -3.998 0.489 1.334  -0.778
I -5.857 -1.827 2.271  0.058
H -1.861 -4.563 4.652  0.311
H -1.877 -4.891 2.824  0.254
H -0.349 -5.231 3.794  0.282
H -0.087 -2.686 4.235  0.458
H -1.682 -2.364 3.398  -0.224
H -0.222 -4.056 1.484  0.496
H -1.299 -0.382 2.445  0.108
H -1.378 0.190 0.708  -0.418
H 1.574 -0.169 1.211  0.239
H 0.861 0.220 2.854  0.282
H 0.178 2.525 2.139  0.071
H 1.827 2.176 1.423  0.436
H -1.186 2.218 -0.375  0.098
H 0.815 -2.853 -3.394  0.099
H 1.682 -4.431 -3.114  0.364
H -0.033 -4.444 -3.891  0.341
H 0.230 -6.198 -0.651  0.354
H -2.247 -3.681 0.824  0.295
H -3.394 -1.124 -0.577  0.345
H -4.145 -2.659 0.042  0.526
H -3.212 -1.213 2.516  0.198
H -3.422 1.076 2.141  0.134
H -5.099 0.751 1.488  0.414
H -3.652 0.802 0.300  0.201
O -1.243 7.831 4.920  -0.556
C -1.544 6.712 4.549  0.279
C -1.830 6.427 3.126  -0.407
C -2.162 5.201 2.721  -0.264
C -2.256 4.076 3.675  0.154
O -2.558 2.955 3.305  -0.457
C -1.971 4.361 5.097  -0.180
C -1.639 5.587 5.503  -0.405
H -1.755 7.262 2.441  0.413
H -2.375 4.973 1.683  0.444
H -2.046 3.523 5.781  0.514
H -1.426 5.813 6.540  0.446
O 3.990 0.589 -7.918  -0.544
C 3.294 -0.293 -7.449  0.421
C 3.474 -1.706 -7.846  -0.410
C 2.710 -2.670 -7.333  -0.407
C 1.652 -2.368 -6.345  0.364
O 0.956 -3.249 -5.875  -0.511
C 1.472 -0.955 -5.948  -0.341
C 2.236 0.009 -6.461  -0.397
H 4.253 -1.909 -8.569  0.418
H 2.827 -3.710 -7.612  0.424
H 0.692 -0.751 -5.224  0.554
H 2.119 1.049 -6.182  0.451
O 8.490 3.538 -10.387  -0.548
C 8.035 3.611 -9.261  0.375
C 8.467 4.672 -8.326  -0.381
C 7.971 4.750 -7.091  -0.356
C 6.966 3.780 -6.605  0.372
O 6.512 3.853 -5.478  -0.549
C 6.534 2.719 -7.539  -0.283
C 7.031 2.641 -8.774  -0.328
H 9.203 5.374 -8.699  0.403
H 8.276 5.520 -6.394  0.405
H 5.799 2.017 -7.168  0.456
H 6.725 1.871 -9.471  0.440
O -1.581 1.949 6.982  -0.623
C -2.285 1.069 7.446  0.454
C -2.116 -0.341 7.037  -0.368
C -2.887 -1.304 7.543  -0.388
C -3.942 -1.003 8.533  0.325
O -4.644 -1.881 8.995  -0.544
C -4.111 0.409 8.942  -0.418
C -3.340 1.371 8.436  -0.313
H -1.338 -0.545 6.312  0.501
H -2.778 -2.342 7.255  0.471
H -4.889 0.612 9.667  0.406
H -3.449 2.410 8.724  0.439


Entry 3:
Entry from the Open Molecules 2025 dataset: a cluster of 10 separate species, C36H88N4O10 in total at a distorted geometry (ωB97M-V with the def2-TZVPD basis set).

Values from the calculation:
Energy above the lowest of the compared OMol25 structures with the same formula, charge and spin: 4.720 eV
Gap between HOMO and LUMO: 0.289 hartree
HOMO: -7.933 eV
SMILES: CC1(C)CCCC(C)(C)N1O.CC1(C)CCCC(C)(C)N1O.CC1(C)CCCC(C)(C)N1O.CC1(C)CCCC(C)(C)N1O.O.O.O.O.O.O

Each line ends with the Mulliken charge.
Geometry (Å):
C 6.361 -5.717 -4.946  -1.932
C 6.633 -4.315 -5.552  1.496
C 8.067 -3.798 -5.185  -1.593
C 6.346 -4.621 -7.065  -1.270
C 5.932 -3.440 -7.918  -0.788
C 4.668 -2.824 -7.366  -1.142
C 4.859 -2.347 -5.903  1.522
C 5.614 -1.010 -5.925  -1.765
C 3.515 -1.907 -5.384  -1.962
N 5.577 -3.338 -5.002  0.300
O 5.885 -2.925 -3.636  -0.524
H 7.005 -6.498 -5.351  0.399
H 6.390 -5.759 -3.857  0.372
H 5.354 -6.093 -5.127  0.448
H 8.275 -3.809 -4.115  0.337
H 8.814 -4.440 -5.650  0.458
H 8.352 -2.845 -5.631  0.335
H 7.282 -4.956 -7.511  0.460
H 5.755 -5.518 -7.250  0.444
H 6.821 -2.813 -7.979  0.351
H 5.806 -3.656 -8.979  0.379
H 3.841 -3.529 -7.280  0.404
H 4.250 -2.016 -7.967  0.475
H 5.080 -0.290 -6.545  0.450
H 6.588 -1.030 -6.414  0.339
H 5.677 -0.623 -4.908  0.379
H 2.810 -2.737 -5.326  0.474
H 2.946 -1.277 -6.067  0.373
H 3.499 -1.487 -4.378  0.434
H 5.079 -3.050 -3.131  0.346
C 2.170 -5.265 2.805  -1.944
C 0.689 -4.897 2.777  1.826
C -0.137 -5.917 2.021  -1.879
C 0.241 -4.777 4.219  -1.481
C 0.744 -3.522 4.942  -0.667
C 0.203 -2.332 4.169  -1.144
C 0.561 -2.262 2.659  0.997
C -0.558 -1.413 1.973  -1.791
C 1.982 -1.544 2.650  -1.532
N 0.543 -3.608 2.068  0.625
O 0.819 -3.716 0.656  -0.460
H 2.777 -5.130 3.701  0.323
H 2.334 -6.338 2.705  0.552
H 2.681 -5.140 1.851  0.428
H 0.456 -6.399 1.244  0.351
H -0.414 -6.695 2.731  0.453
H -1.059 -5.473 1.646  0.413
H -0.793 -4.972 4.505  0.453
H 0.783 -5.497 4.832  0.458
H 0.305 -3.413 5.934  0.431
H 1.824 -3.391 4.865  0.208
H 0.577 -1.498 4.764  0.380
H -0.885 -2.260 4.146  0.436
H -0.275 -1.255 0.932  0.432
H -0.643 -0.460 2.495  0.376
H -1.529 -1.897 1.869  0.367
H 1.990 -0.582 3.163  0.410
H 2.348 -1.478 1.625  0.341
H 2.594 -2.101 3.359  0.326
H -0.051 -3.800 0.259  0.313
C 5.313 10.978 6.045  -1.620
C 5.113 9.784 5.085  1.533
C 6.342 9.854 4.100  -2.003
C 5.134 8.305 5.652  -1.280
C 3.943 7.925 6.577  -0.697
C 2.669 8.106 5.699  -1.168
C 2.564 9.516 5.080  1.623
C 1.460 9.373 4.064  -1.857
C 2.136 10.447 6.209  -1.946
N 3.822 9.924 4.410  0.315
O 3.700 11.077 3.653  -0.487
H 6.297 11.075 6.503  0.449
H 5.144 11.911 5.508  0.382
H 4.619 10.959 6.885  0.262
H 6.274 9.045 3.373  0.452
H 6.396 10.760 3.497  0.437
H 7.248 9.904 4.704  0.408
H 5.189 7.687 4.756  0.458
H 6.133 8.068 6.019  0.473
H 4.017 6.897 6.931  0.392
H 3.826 8.568 7.450  0.321
H 1.875 7.896 6.416  0.344
H 2.711 7.291 4.976  0.383
H 1.319 10.268 3.459  0.436
H 0.446 9.369 4.464  0.378
H 1.712 8.503 3.456  0.413
H 2.125 11.472 5.838  0.354
H 2.680 10.283 7.139  0.367
H 1.098 10.232 6.465  0.508
H 4.017 10.730 2.816  0.372
C -7.283 0.240 -2.570  -1.648
C -8.581 1.099 -2.522  1.440
C -9.794 0.166 -2.793  -1.916
C -8.803 1.607 -1.059  -1.071
C -7.971 2.839 -0.816  -0.691
C -8.339 3.935 -1.891  -1.169
C -8.100 3.506 -3.392  1.652
C -8.806 4.479 -4.341  -1.818
C -6.590 3.505 -3.572  -1.833
N -8.614 2.144 -3.594  0.140
O -8.518 1.717 -4.899  -0.431
H -7.279 -0.471 -3.396  0.440
H -7.207 -0.440 -1.722  0.421
H -6.429 0.911 -2.667  0.300
H -9.849 -0.751 -2.206  0.392
H -9.856 -0.173 -3.827  0.364
H -10.688 0.774 -2.659  0.469
H -9.838 1.679 -0.727  0.383
H -8.448 0.873 -0.335  0.394
H -6.906 2.624 -0.720  0.351
H -8.207 3.236 0.171  0.394
H -7.765 4.846 -1.722  0.435
H -9.408 4.111 -1.770  0.380
H -8.852 4.186 -5.389  0.406
H -9.831 4.721 -4.058  0.347
H -8.218 5.384 -4.491  0.390
H -5.949 2.934 -2.901  0.284
H -6.264 3.022 -4.493  0.422
H -6.094 4.453 -3.775  0.423
H -7.682 1.255 -4.991  0.351
O -6.762 -8.126 1.160  -0.637
H -6.496 -8.129 2.079  0.314
H -7.234 -7.300 1.049  0.322
O -0.636 -9.665 -5.321  -0.639
H -0.686 -8.923 -4.719  0.321
H 0.075 -9.441 -5.921  0.318
O -3.169 -6.206 -3.281  -0.648
H -3.507 -5.965 -4.144  0.322
H -3.897 -6.659 -2.856  0.326
O -6.188 -3.791 4.089  -0.637
H -6.076 -4.010 5.014  0.318
H -5.441 -3.229 3.883  0.319
O -4.797 -9.963 5.823  -0.632
H -4.607 -9.027 5.763  0.313
H -5.105 -10.089 6.720  0.320
O 0.939 -12.838 1.830  -0.638
H 0.164 -12.276 1.827  0.319
H 0.914 -13.276 2.681  0.318


Entry 4:
Entry from the Open Molecules 2025 dataset: a cluster of 2 separate species, C4H8O3 in total (ωB97M-V with the def2-TZVPD basis set).

Values from the calculation:
Energy above the lowest of the compared OMol25 structures with the same formula, charge and spin: 2.829 eV
Gap between HOMO and LUMO: 0.341 hartree
HOMO: -9.829 eV
SMILES: O=CC(=O)CCO.[H][H]

Each line ends with the natural charge from an NBO analysis.
Geometry (Å):
O -2.828 -0.050 -1.485  -0.440
C -2.066 0.431 -0.694  0.335
C -0.534 0.327 -0.859  0.489
O -0.064 -0.157 -1.860  -0.486
C 0.295 0.870 0.283  -0.544
C 1.696 0.275 0.303  -0.060
O 1.642 -1.108 0.614  -0.725
H -2.410 0.971 0.214  0.113
H 0.339 1.966 0.185  0.244
H -0.214 0.663 1.233  0.231
H 2.185 0.443 -0.664  0.186
H 2.291 0.767 1.078  0.179
H 1.849 -1.604 -0.185  0.482
H -0.738 -1.808 0.996  0.010
H -1.443 -1.985 0.841  -0.013